{"formula": "C13H59NO20", "method": "ωB97M-V/def2-TZVPD", "homo_lumo_gap_ev": 7.92, "largest_force_ha_per_bohr": 0.112, "homo_energy_ev": -8.12, "energy_ev": -56874.6491, "elements": ["N", "C", "C", "C", "C", "C", "C", "C", "C", "C", "C", "C", "C", "C", "H", "H", "H", "H", "H", "H", "H", "H", "H", "H", "H", "H", "H", "H", "H", "H", "H", "H", "H", "O", "H", "H", "O", "H", "H", "O", "H", "H", "O", "H", "H", "O", "H", "H", "O", "H", "H", "O", "H", "H", "O", "H", "H", "O", "H", "H", "O", "H", "H", "O", "H", "H", "O", "H", "H", "O", "H", "H", "O", "H", "H", "O", "H", "H", "O", "H", "H", "O", "H", "H", "O", "H", "H", "O", "H", "H", "O", "H", "H"], "xyz": [[-0.225, -1.110, -3.669], [-0.471, -0.125, -3.043], [1.945, -2.343, 1.477], [-2.052, 2.801, -0.537], [1.606, -1.040, 1.866], [-1.146, 1.921, -0.010], [3.200, -2.943, 1.967], [1.039, -3.220, 0.582], [-2.695, 2.654, -1.859], [0.372, -0.317, 1.328], [-2.311, 1.313, -2.545], [0.574, 0.054, -0.203], [-0.847, 0.976, -2.216], [-0.806, 0.682, -0.667], [-2.141, 3.753, -0.031], [2.309, -0.553, 2.569], [-0.708, 2.231, 0.898], [3.853, -2.208, 2.355], [3.112, -3.778, 2.733], [3.778, -3.342, 1.165], [-0.040, -2.942, 0.566], [1.073, -4.315, 0.776], [1.392, -3.122, -0.417], [-2.438, 3.491, -2.456], [-3.791, 2.793, -1.690], [0.193, 0.503, 1.967], [-0.424, -1.017, 1.392], [-2.451, 1.226, -3.687], [-2.935, 0.521, -2.067], [0.743, -0.837, -0.746], [1.382, 0.781, -0.288], [-0.207, 1.839, -2.421], [-1.631, -0.029, -0.500], [2.075, 2.440, -4.176], [1.315, 2.466, -4.844], [2.599, 1.588, -4.328], [0.455, -6.441, 2.572], [0.689, -5.693, 3.211], [-0.466, -6.785, 2.813], [-1.218, -3.115, -5.757], [-0.833, -2.379, -6.334], [-0.551, -3.325, -5.026], [-1.040, 5.673, -1.416], [-0.183, 5.292, -1.796], [-0.815, 6.532, -0.931], [-5.362, 3.617, 0.136], [-5.120, 4.480, 0.606], [-5.710, 3.847, -0.786], [3.207, -5.489, 5.068], [3.546, -6.430, 4.912], [3.386, -5.246, 6.034], [-5.167, 3.508, -4.146], [-4.399, 3.861, -4.701], [-5.810, 3.030, -4.764], [-3.698, 2.914, 2.428], [-3.093, 3.715, 2.553], [-4.020, 2.908, 1.468], [-3.795, 1.270, -5.709], [-3.585, 2.153, -5.262], [-4.710, 1.342, -6.134], [1.284, 0.523, 4.925], [1.999, 0.006, 5.420], [0.549, -0.123, 4.668], [6.078, -4.946, 1.160], [6.903, -4.397, 0.956], [5.725, -5.319, 0.289], [1.643, 2.705, 3.268], [1.343, 1.832, 3.681], [1.340, 3.460, 3.870], [-3.627, 5.703, 1.492], [-3.855, 6.630, 1.156], [-2.682, 5.721, 1.853], [1.963, -6.642, 0.123], [1.358, -6.317, 0.866], [2.691, -7.210, 0.536], [-1.111, 5.045, 2.576], [-0.672, 5.956, 2.554], [-0.615, 4.472, 3.247], [0.546, -3.815, -3.776], [1.361, -4.361, -3.530], [0.734, -2.847, -3.547], [1.521, -3.202, 5.002], [1.038, -3.469, 5.850], [2.301, -3.833, 4.872], [3.887, 1.777, -0.690], [3.670, 1.024, -1.330], [4.466, 1.404, 0.051], [-3.107, -1.658, -4.326], [-3.392, -0.791, -4.763], [-2.209, -1.923, -4.707], [4.047, 1.496, 3.712], [4.663, 1.195, 2.969], [3.208, 1.875, 3.293]]}